A 9-piece molecular cluster, C42H36BF4O26 overall in a non-equilibrium geometry, computed with ωB97M-V/def2-TZVPD.

Summary:
HOMO = -6.9 eV
largest force on an atom = 10.67 eV/Å
charge = -1
calculated total energy = -108907.4498 eV

Each line ends with the Löwdin charge.
Geometry (Å):
B: 15.8080 32.0090 7.8210  -1.25
F: 15.5730 32.0610 6.3760  0.06
F: 16.4510 30.8060 8.1220  0.13
F: 16.5790 33.0680 8.2090  0.19
F: 14.5530 32.1210 8.3980  0.15
C: 16.2960 25.9130 7.6540  0.07
C: 16.2240 27.3680 8.0960  -0.02
C: 15.1280 27.6990 9.1140  -0.39
O: 15.0250 28.8010 9.6650  0.10
C: 14.1960 26.6610 9.3290  0.08
C: 14.1340 25.3700 8.5880  -0.11
C: 15.2600 24.9540 7.7320  -0.44
O: 15.3680 23.8490 7.2630  0.13
O: 12.9950 24.6290 8.5280  0.15
O: 17.3310 28.3450 8.0840  -0.01
H: 17.1730 25.6160 6.9630  0.14
H: 13.3960 26.9840 10.0020  0.13
H: 12.1810 24.8500 8.6590  0.02
H: 17.0980 29.3400 8.2520  0.10
C: 12.3920 33.3490 1.6320  0.08
C: 12.0140 31.8520 1.6370  -0.12
C: 12.6010 30.9420 2.6670  -0.43
O: 12.3780 29.7600 2.6340  0.10
C: 13.6290 31.4790 3.4370  0.10
C: 13.9830 32.9650 3.4450  -0.09
C: 13.3700 33.8890 2.4940  -0.41
O: 13.7100 35.0820 2.4010  0.09
O: 14.9160 33.5030 4.2850  0.10
O: 11.0520 31.2740 0.8170  0.04
H: 12.0100 34.0500 0.8170  0.14
H: 14.2420 30.9660 4.2830  0.13
H: 15.2100 33.0910 5.0500  0.03
H: 11.4010 30.2850 0.9790  0.16
C: 11.0930 34.4940 11.5530  0.09
C: 12.3940 33.8850 11.1110  -0.11
C: 13.4530 33.4800 12.0260  -0.35
O: 14.4380 32.7920 11.6780  0.09
C: 13.1110 33.7240 13.4360  0.11
C: 11.8430 34.4430 13.9640  -0.17
C: 10.8900 34.8160 12.9030  -0.38
O: 9.8680 35.4490 13.2410  0.08
O: 11.5280 34.5880 15.2200  0.12
O: 12.4420 33.5490 9.7820  0.15
H: 10.4400 34.5650 10.7420  0.10
H: 13.8020 33.4920 14.1180  0.05
H: 12.2870 34.4690 15.8550  0.17
H: 13.1850 33.1650 9.5690  -0.02
C: 17.5200 28.4290 3.4120  0.13
C: 17.9130 29.1630 4.7110  -0.19
C: 19.0050 28.6930 5.4730  -0.35
O: 19.3640 29.4160 6.4630  0.06
C: 19.6860 27.4360 5.1140  0.12
C: 19.3420 26.8260 3.7460  -0.12
C: 18.1850 27.1780 2.9960  -0.44
O: 17.8550 26.7290 1.9540  0.15
O: 20.1240 25.7490 3.2390  0.01
O: 17.2480 30.3040 4.9880  0.07
H: 16.8090 28.8140 2.6800  0.12
H: 20.5260 26.9860 5.5860  0.09
H: 20.8590 25.4220 3.9280  0.18
H: 17.4080 30.4650 5.9560  0.11
C: 11.5340 27.2580 6.1250  0.14
C: 12.6240 27.2830 5.0640  -0.11
C: 13.7340 28.1100 5.1270  -0.44
O: 14.6330 28.2190 4.3530  0.13
C: 13.6420 29.1130 6.2100  0.09
C: 12.6370 29.1950 7.2820  -0.22
C: 11.4850 28.2660 7.1840  -0.36
O: 10.5590 28.3330 7.9870  0.11
O: 12.6850 29.9500 8.3610  0.09
O: 12.6890 26.2080 4.1920  0.14
H: 10.7180 26.6590 6.1100  0.07
H: 14.5500 29.8050 6.2960  0.12
H: 13.6140 30.5050 8.2330  0.18
H: 13.4350 26.2740 3.7640  0.01
C: 18.0040 36.3010 12.1830  0.08
C: 17.2160 35.9380 11.0320  -0.18
C: 15.8290 36.0490 11.0490  -0.32
O: 15.0660 35.5700 10.1110  0.05
C: 15.1670 36.6850 12.1670  0.10
C: 15.9810 37.1650 13.3200  -0.16
C: 17.4500 36.8870 13.3510  -0.36
O: 18.1010 37.2590 14.3540  0.09
O: 15.5060 37.7460 14.4370  0.09
O: 17.7420 35.2320 9.9420  0.08
H: 19.1060 35.8800 12.2200  0.18
H: 14.1130 36.9510 12.2180  0.12
H: 14.7260 38.2980 14.2670  0.13
H: 16.8840 35.0730 9.4900  0.08
C: 17.8090 34.8320 5.3960  0.03
C: 17.1040 35.9270 6.3510  -0.39
O: 17.7210 36.6450 7.1930  0.01
C: 15.6400 35.7560 6.4480  -0.04
H: 17.1540 34.5970 4.5240  0.09
H: 18.0950 33.9840 5.6650  -0.02
H: 18.6150 35.4800 5.1030  0.07
H: 15.2310 36.3930 7.3850  0.13
H: 15.1590 34.8500 6.5720  0.03
H: 15.3040 36.2320 5.4940  0.11
C: 17.3440 32.4240 13.2220  -0.03
C: 18.4440 31.6220 12.3570  -0.48
O: 19.3890 31.1060 12.8840  0.06
C: 18.1830 31.5760 10.8650  -0.03
H: 16.3640 31.8400 13.4800  0.10
H: 17.1800 33.4820 12.7400  0.08
H: 17.7390 32.6700 14.2010  0.04
H: 18.9750 31.0500 10.1840  0.12
H: 18.1230 32.6640 10.4920  0.09
H: 17.1710 31.2810 10.4730  0.08

***

One molecule with the formula C2H5NOS2 in a non-equilibrium geometry, computed with ωB97M-V/def2-TZVPD.

Summary:
HOMO = -8.2 eV
largest force on an atom = 5.30 eV/Å
charge = 0
structure (SMILES) = CSC(=S)NO
calculated total energy = -27359.5119 eV

Each line ends with the natural charge from an NBO analysis.
Geometry (Å):
C: -1.4572 1.7939 0.0772  -0.73
C: 0.4429 -0.5170 -0.0383  -0.04
H: -1.8402 1.9405 -0.9964  0.25
H: -1.3353 2.7619 0.5640  0.22
H: -1.8664 1.2263 0.8812  0.24
H: -0.5281 -2.1685 -0.4771  0.39
H: -1.5273 -1.1313 -2.3326  0.48
N: -0.5938 -1.1967 -0.4932  -0.33
O: -1.8071 -0.7672 -1.2980  -0.53
S: 0.3835 1.3971 -0.0043  0.19
S: 1.6037 -1.1331 1.0021  -0.14

***

Cl3Na2 as an isolated structure in a non-equilibrium geometry, computed with ωB97M-V/def2-TZVPD.

Summary:
HOMO = -4.6 eV
largest force on an atom = 1.59 eV/Å
charge = -1
calculated total energy = -46406.8287 eV

Each line ends with the natural charge from an NBO analysis.
Geometry (Å):
Na: 0.7742 -0.1617 -0.6350  0.91
Na: 0.5241 -0.0744 2.3164  0.91
Cl: -0.0266 -0.7801 -3.2192  -0.96
Cl: 0.2504 2.2442 0.8043  -0.93
Cl: -1.5222 -1.2279 0.7335  -0.93

***

CBiF4NO2S2 as an isolated structure in a non-equilibrium geometry, computed with ωB97M-V/def2-TZVPD.

Summary:
HOMO = -19.3 eV
largest force on an atom = 4.63 eV/Å
charge = +2
calculated total energy = -44979.0373 eV

Each line ends with the natural charge from an NBO analysis.
Geometry (Å):
Bi: 2.7096 -0.5901 0.4885  2.38
F: 2.3981 1.0276 -0.8616  -0.68
N: -0.6018 1.1703 -0.0096  -1.01
S: 0.5146 2.2107 -0.3560  1.58
O: 0.1055 2.9865 -1.5236  -0.64
S: -0.4778 0.0266 1.1651  1.41
O: 0.9325 -0.5464 1.3121  -1.10
C: -1.2604 -1.3348 0.1128  0.85
F: -1.2970 -2.4188 0.8643  -0.27
F: -2.4763 -0.9658 -0.2252  -0.24
F: -0.5471 -1.5659 -0.9668  -0.28

***

One molecule with the formula C6H13N in a non-equilibrium geometry, computed with ωB97M-V/def2-TZVPD.

Summary:
HOMO = -8.8 eV
largest force on an atom = 4.89 eV/Å
charge = 0
structure (SMILES) = C=CCCNCC
calculated total energy = -7920.4956 eV

Each line ends with the natural charge from an NBO analysis.
Geometry (Å):
C: -0.6256 1.4796 -0.8518  -0.22
N: -0.1295 0.2152 -1.2953  -0.62
C: 0.9632 -0.2689 -0.3705  -0.22
C: 0.7731 -0.1357 1.1071  -0.50
C: 0.1557 -1.2898 1.8279  -0.17
C: 0.6795 -2.5085 1.9615  -0.39
C: -1.6049 2.0819 -1.9463  -0.62
H: 0.3052 2.0468 -0.7967  0.18
H: -1.0265 1.5875 0.1176  0.16
H: -1.0020 -0.3991 -1.3702  0.35
H: 1.0759 -1.3557 -0.6304  0.21
H: 1.9475 0.1378 -0.7748  0.20
H: 1.7306 0.1435 1.4866  0.23
H: 0.3079 0.7816 1.3893  0.21
H: -0.7744 -1.0678 2.0630  0.19
H: 0.0699 -3.3597 2.4443  0.20
H: 1.6677 -2.9319 1.6217  0.20
H: -1.4796 1.5318 -2.9605  0.22
H: -2.5942 2.0785 -1.6487  0.20
H: -1.3674 3.1476 -2.2416  0.21

***

One molecule with the formula C10H7N3O2 in a non-equilibrium geometry, computed with ωB97M-V/def2-TZVPD.

Summary:
HOMO = -9.5 eV
largest force on an atom = 5.72 eV/Å
charge = 0
structure (SMILES) = N#C[C@]1([N+](=O)[O-])C=Cc2ncccc2C1
calculated total energy = -19043.8403 eV

Each line ends with the natural charge from an NBO analysis.
Geometry (Å):
C: -1.0639 3.5140 0.6789  0.27
C: -0.1904 -2.3104 -0.6485  -0.24
C: -0.8508 -1.1628 -0.7558  -0.17
C: 1.0216 -2.4171 0.0190  0.04
C: -0.2641 -0.0219 -0.2260  -0.03
C: 0.9798 -0.1193 0.5089  0.13
C: 1.4726 1.0099 1.1485  -0.15
C: 0.8024 2.0920 1.4524  -0.19
C: -0.9003 1.3120 -0.3368  -0.40
C: -0.6256 2.2057 0.9451  -0.09
N: -1.3817 4.5900 0.5178  -0.24
N: 1.6076 -1.2870 0.5251  -0.39
N: -1.5588 1.6637 2.0950  0.54
O: -1.0948 1.0861 3.0465  -0.34
O: -2.7375 1.6758 1.8318  -0.37
H: -0.6300 -3.2055 -0.9329  0.21
H: -1.8693 -1.0026 -1.1256  0.22
H: 1.3693 -3.4149 0.0529  0.20
H: 2.5636 0.8992 1.4383  0.24
H: 1.2382 2.6250 2.3126  0.25
H: -0.4506 1.9187 -1.2744  0.25
H: -1.9154 1.3355 -0.4086  0.24

***

One molecule with the formula C3H9BrNPS in a non-equilibrium geometry, computed with ωB97M-V/def2-TZVPD.

Summary:
HOMO = -8.7 eV
largest force on an atom = 4.19 eV/Å
charge = 0
structure (SMILES) = CSP(Br)N(C)C
calculated total energy = -94912.7908 eV

Each line ends with the natural charge from an NBO analysis.
Geometry (Å):
C: 0.7123 -1.8305 -1.1029  -0.42
C: 1.2373 -0.5134 1.0385  -0.43
C: -2.5154 1.6760 0.2708  -0.80
N: 0.8121 -0.5107 -0.4216  -0.85
P: 0.5230 0.8123 -1.2670  0.98
S: -0.7598 1.8766 0.3936  -0.12
Br: 2.5555 1.9643 -0.6963  -0.34
H: -0.3250 -2.2415 -1.0933  0.20
H: 1.1503 -1.8471 -2.1716  0.22
H: 1.3349 -2.4818 -0.4101  0.21
H: 1.4622 0.5695 1.3328  0.24
H: 0.5004 -0.9149 1.7369  0.21
H: 2.1838 -1.1127 1.1390  0.20
H: -3.2397 2.3634 -0.1579  0.23
H: -2.6212 1.4592 1.4467  0.25
H: -3.0109 0.7313 -0.0377  0.23

***

A 2-piece molecular cluster, C4H9N2O overall in a non-equilibrium geometry, computed with ωB97M-V/def2-TZVPD.

Summary:
HOMO (spin up / spin down) = -8.9 / -8.9 eV
spin multiplicity = 2
largest force on an atom = 1.31 eV/Å
charge = 0
calculated total energy = -9317.5946 eV

Each line ends with the natural charge from an NBO analysis.
Geometry (Å):
N: 0.4683 2.3480 -1.4195  -0.85
C: 0.2249 2.6566 0.0090  0.01
O: 0.6469 1.7066 0.8507  -0.30
H: 0.9411 3.1315 -1.8552  0.36
H: 1.1269 1.5746 -1.4158  0.37
H: 0.7175 3.6120 0.2647  0.21
H: -0.8606 2.8161 0.1236  0.21
C: -0.6608 -2.7865 0.5212  -0.03
C: 0.4871 -3.0380 -0.0955  -0.46
C: -0.9663 -0.5248 0.6471  -0.03
N: -1.4371 -1.6421 0.2970  -0.41
H: -1.1013 -3.5305 1.1788  0.20
H: 0.8780 -2.3716 -0.8541  0.20
H: 1.0543 -3.9263 0.1414  0.21
H: -1.4202 0.4021 0.3054  0.16
H: -0.0987 -0.4278 1.3011  0.17

***

A 2-piece molecular cluster, C5H14NO2 overall, computed with ωB97M-V/def2-TZVPD.

Summary:
HOMO = -3.2 eV
largest force on an atom = 0.99 eV/Å
charge = -1
calculated total energy = -10997.0028 eV

Each line ends with the natural charge from an NBO analysis.
Geometry (Å):
C: -0.4241 1.4083 2.3957  -0.42
N: -1.3511 1.1727 1.2858  -0.64
C: -0.7374 0.7422 -0.0101  -0.05
C: 0.3666 -0.2894 0.1004  -0.47
C: 1.4756 -0.2044 -1.0065  0.01
O: 2.5397 -0.9771 -0.7192  -0.94
C: -1.8933 0.1856 -0.8515  -0.60
H: -0.5526 2.3777 2.8803  0.17
H: 0.6272 1.3329 2.1258  0.20
H: -0.5737 0.6720 3.1957  0.18
H: -1.7643 2.0857 1.1118  0.34
H: -0.3099 1.6166 -0.5197  0.16
H: 0.9427 -0.2121 1.0204  0.20
H: 0.0006 -1.3149 0.1126  0.20
H: 0.9623 -0.4898 -1.9685  0.07
H: 1.6914 0.8921 -1.1146  0.08
H: -1.4934 -0.0203 -1.8507  0.20
H: -2.7122 0.9014 -0.9987  0.18
H: -2.2334 -0.7390 -0.3922  0.21
H: 2.2050 -2.5051 -1.1493  0.51
H: 1.3247 -3.2141 -2.1902  0.44
O: 1.9095 -3.4213 -1.4575  -1.03

***

CH3LiOTl as an isolated structure in a non-equilibrium geometry, computed with ωB97M-V/def2-TZVPD.

Summary:
HOMO (spin up / spin down) = -15.7 / -20.9 eV
spin multiplicity = 2
largest force on an atom = 6.27 eV/Å
charge = +2
calculated total energy = -8012.3277 eV

Each line ends with the natural charge from an NBO analysis.
Geometry (Å):
O: 0.2189 0.2573 0.1679  -0.82
C: 0.9032 -0.8564 -0.1204  -0.03
H: 1.7765 -1.0185 0.5150  0.21
H: 0.3634 -1.6706 -0.6077  0.19
Li: 0.6862 1.8670 1.0057  0.99
Tl: -3.1559 0.9319 -0.7787  1.02
H: -0.7922 0.4893 -0.1818  0.45

***

A 2-piece molecular cluster, C3H11NOS2 overall in a non-equilibrium geometry, computed with ωB97M-V/def2-TZVPD.

Summary:
HOMO = -8.4 eV
largest force on an atom = 1.36 eV/Å
charge = 0
structure (SMILES) = CNCCSS.O
calculated total energy = -28496.6224 eV

Each line ends with the natural charge from an NBO analysis.
Geometry (Å):
S: 1.5521 0.7340 1.1555  -0.20
S: -0.5516 1.2070 0.9745  0.12
C: -0.4417 1.4254 -0.8181  -0.55
C: 0.2053 0.3156 -1.6960  -0.23
N: 0.0170 -1.0412 -1.2299  -0.63
C: -0.5447 -1.9345 -2.2235  -0.41
H: 1.5445 0.5350 2.4841  0.15
H: -1.4890 1.4182 -1.1305  0.23
H: -0.0614 2.4380 -0.9246  0.23
H: 1.2722 0.4822 -1.8366  0.19
H: -0.3269 0.4495 -2.6389  0.20
H: 0.8754 -1.4075 -0.8924  0.36
H: -1.6192 -1.7574 -2.3293  0.19
H: -0.4604 -2.9806 -1.9302  0.20
H: -0.0941 -1.8483 -3.2175  0.16
H: -0.4833 -1.3938 1.6403  0.47
H: -0.5202 -2.7655 1.1444  0.46
O: -1.0800 -2.1494 1.6150  -0.93

***

C19H28ClCoO2 as an isolated structure in a non-equilibrium geometry, computed with ωB97M-V/def2-TZVPD.

Summary:
HOMO (spin up / spin down) = -6.8 / -8.2 eV
spin multiplicity = 5
largest force on an atom = 7.67 eV/Å
charge = 0
calculated total energy = -74396.2547 eV

Each line ends with the natural charge from an NBO analysis.
Geometry (Å):
O: 0.4585 0.2173 -3.7917  -0.56
C: 0.3032 1.5384 -4.4402  -0.06
C: 0.1294 0.9663 -5.8510  -0.47
H: 1.2292 2.1033 -4.3041  0.19
H: -0.5834 2.0827 -4.0896  0.19
C: 0.2956 -0.3955 -5.1104  0.28
H: 0.9687 1.1867 -6.5122  0.21
H: -0.8701 1.1109 -6.2670  0.21
C: 1.5558 -1.1130 -5.5389  -0.62
H: 2.4176 -0.4377 -5.5215  0.21
H: 1.3986 -1.4530 -6.5718  0.21
H: 1.7392 -1.9778 -4.8926  0.22
C: -0.9346 -1.2690 -5.2452  -0.63
H: -1.8491 -0.7198 -4.9961  0.21
H: -0.8333 -2.1620 -4.6196  0.22
H: -1.0009 -1.5774 -6.2996  0.21
Co: 0.2086 -0.4365 4.0714  1.12
C: -1.6582 -0.3871 4.9842  -0.44
C: -1.8573 1.0263 5.1631  -0.10
C: -2.0691 1.6123 3.8887  -0.27
H: -1.8927 1.5425 6.1164  0.22
C: -2.0114 0.6055 2.8911  -0.20
C: -1.7739 -0.6575 3.5380  -0.33
H: -1.9282 -1.6292 3.0697  0.24
H: -1.6730 -1.1234 5.7855  0.24
H: -2.2990 2.6622 3.7091  0.23
H: -2.2090 0.7334 1.8312  0.23
C: 1.1238 -1.7206 5.3061  -0.36
C: 0.2615 -2.3651 4.3749  -0.33
C: 0.7095 -2.0455 3.0494  -0.36
H: -0.5482 -3.0544 4.6364  0.24
C: 1.8445 -1.1810 3.1661  -0.28
C: 2.0891 -0.9686 4.5757  -0.30
H: 2.8549 -0.3371 5.0084  0.26
H: 1.1044 -1.8338 6.3924  0.24
H: 0.3192 -2.4393 2.1161  0.25
H: 2.4148 -0.7861 2.3418  0.26
O: 0.7003 0.2427 0.6824  -0.56
C: -0.1094 -0.3201 -0.3479  -0.06
C: -0.4619 0.8164 -1.3048  -0.47
H: -1.0272 -0.7647 0.0688  0.16
H: 0.4610 -1.1243 -0.8511  0.17
C: 0.4554 1.9691 -0.8913  -0.44
H: -1.5203 1.0863 -1.2400  0.19
H: -0.2786 0.4442 -2.3072  0.28
C: 0.6021 1.6928 0.5992  -0.06
H: 0.1026 2.9631 -1.1589  0.21
H: 1.4457 1.8277 -1.3314  0.20
H: -0.2833 2.0856 1.1383  0.17
H: 1.4983 2.0811 1.0823  0.21
Cl: 0.9810 1.6827 3.8977  -0.57